(1)
The following is a quantum chemistry calculation of a molecular structure, C12H32CrF14NO16P2S6 in a non-equilibrium geometry, from the Open Molecules 2025 dataset.

Properties
- DFT total energy: -7249.8291 Eh
- Energy above the lowest of the compared OMol25 structures with the same formula, charge and spin: 0.0 kJ/mol
- Gap between HOMO and LUMO (alpha / beta): 7.42 / 9.09 eV
- Lowest unoccupied orbital energy (alpha / beta): -3.169 / -1.611 eV

```
! wB97M-V def2-TZVPD RIJCOSX def2/J DEFGRID3
* xyz 0 4
Cr 28.12875 -18.33016 -12.26229
P 26.35209 -21.69668 -12.33190
F 25.12303 -20.87355 -12.93887
F 26.79975 -22.03754 -13.86070
F 27.30177 -20.30059 -12.47475
F 27.64147 -22.49629 -11.79462
F 26.01253 -21.26159 -10.84049
F 25.44860 -23.00985 -12.26546
P 30.26051 -16.09279 -10.10281
F 30.34961 -15.12326 -11.43412
F 31.39836 -17.00675 -10.76338
F 31.37179 -15.23731 -9.34526
F 30.05940 -17.06721 -8.88310
F 29.11083 -15.10729 -9.56866
F 29.06055 -16.92367 -10.95029
N 26.48726 -17.99836 -11.24212
S 24.94267 -17.71235 -11.66673
O 24.60326 -16.33010 -11.64876
O 24.01139 -18.68722 -11.27977
F 25.19862 -17.97614 -13.22202
S 26.26087 -17.89564 -9.53618
O 25.46596 -18.87877 -8.90660
O 26.18295 -16.54124 -9.12445
F 27.70893 -18.34536 -9.15985
O 29.30584 -19.49288 -11.01588
S 29.94444 -20.30181 -9.99991
O 29.47959 -20.28508 -8.66954
O 29.90988 -21.74737 -10.57889
C 30.34532 -22.82062 -9.72384
C 31.46273 -23.62214 -10.39968
C 31.66693 -19.90838 -10.02456
H 29.49953 -23.47192 -9.52090
H 30.72451 -22.45753 -8.76715
H 32.18972 -22.99086 -10.89940
H 30.95189 -24.26838 -11.11883
H 31.86315 -24.32997 -9.67526
H 31.93816 -19.67731 -11.05016
H 32.22128 -20.77139 -9.66360
H 31.81025 -19.05498 -9.36904
O 27.86312 -18.73211 -14.32242
S 27.60030 -18.85696 -15.72313
O 26.27152 -18.80406 -16.19164
O 28.48182 -17.72928 -16.40442
C 27.95324 -17.08994 -17.58139
C 28.85387 -15.90436 -17.86331
C 28.41676 -20.29526 -16.31982
H 26.94440 -16.70804 -17.41516
H 27.82661 -17.75209 -18.44113
H 28.72705 -15.14568 -17.09177
H 28.50469 -15.43354 -18.78449
H 29.89374 -16.21509 -17.93431
H 27.86326 -21.16897 -15.97782
H 29.45731 -20.29006 -16.01439
H 28.31207 -20.21856 -17.40237
O 27.83832 -16.44934 -12.89488
S 27.49054 -15.20672 -13.51639
O 28.41656 -14.59462 -14.40590
O 26.14183 -15.53398 -14.24709
C 25.65948 -14.65957 -15.28871
C 24.55923 -15.41103 -16.00380
C 26.97932 -14.08858 -12.23162
H 26.46954 -14.48502 -15.99679
H 25.26663 -13.71082 -14.92043
H 23.65888 -15.57543 -15.41022
H 24.87005 -16.42265 -16.27087
H 24.26492 -14.86998 -16.90425
H 26.75498 -14.71106 -11.36633
H 26.09159 -13.56242 -12.56570
H 27.84629 -13.45273 -12.07049
O 30.11575 -17.97513 -13.10082
S 31.41533 -17.89756 -13.67194
O 32.54109 -18.51093 -13.05773
O 31.23012 -18.50500 -15.13345
C 32.41548 -18.90753 -15.83358
C 32.14572 -18.97934 -17.31997
C 31.72805 -16.19859 -14.08166
H 32.74737 -19.89009 -15.49306
H 33.25668 -18.23054 -15.67022
H 32.15284 -17.98000 -17.75856
H 31.22441 -19.48053 -17.61615
H 32.94606 -19.54512 -17.79976
H 31.30148 -15.61154 -13.26875
H 31.19742 -16.00798 -15.01125
H 32.79486 -16.05276 -14.21875
*
```

---

(2)
The following is a quantum chemistry calculation of a gas-phase ion, C8H6IO3 (charge -1) in a non-equilibrium geometry, from the Open Molecules 2025 dataset.

Properties
- DFT total energy: -831.8427 Eh
- Gap between HOMO and LUMO: 7.11 eV
- Lowest unoccupied orbital energy: 2.838 eV
- SMILES string: O=C([O-])CC1=CC=CC=C(I)O1

```
! wB97M-V def2-TZVPD RIJCOSX def2/J DEFGRID3
* xyz -1 1
O -0.09027 2.49645 -1.54651
C 0.62977 2.47943 -0.49972
O 1.79787 2.82430 -0.34244
C -0.18831 1.99279 0.78218
C -0.35077 0.49131 0.77115
C -1.40559 -0.17062 0.15666
C -1.48104 -1.53236 -0.22021
C -0.45342 -2.32678 -0.65307
C 0.91606 -1.84439 -0.57357
C 1.30004 -0.98483 0.38140
I 3.33741 -0.43115 0.31258
O 0.54277 -0.47235 1.32138
H 0.34110 2.31431 1.80236
H -1.17483 2.46293 0.82786
H -2.29075 0.32201 0.02922
H -2.44682 -1.90913 -0.32063
H -0.64437 -3.29649 -1.10344
H 1.66115 -2.41543 -1.12520
*
```

---

(3)
The following is a quantum chemistry calculation of a molecular structure, C23H57F6KO24P5 in a non-equilibrium geometry, from the Open Molecules 2025 dataset.

Properties
- DFT total energy: -5622.7077 Eh
- Gap between HOMO and LUMO: 7.31 eV
- Lowest unoccupied orbital energy: 1.716 eV

```
! wB97M-V def2-TZVPD RIJCOSX def2/J DEFGRID3
* xyz -1 1
K -1.10727 1.32797 1.04506
C 2.14468 0.69440 -0.96962
O 1.04952 0.71718 -1.92327
O 1.67421 0.70258 0.29015
C 2.85374 -0.57764 -1.47040
F 2.19251 -1.70114 -1.11748
F 3.04852 -0.65488 -2.81583
F 4.11854 -0.65830 -0.97484
C 0.23478 1.87668 -1.96220
C -0.88394 1.31077 -2.85621
H -1.61812 2.08819 -3.07920
H -0.36549 0.90574 -3.72147
H -1.45580 0.54129 -2.33420
H 0.61827 2.75162 -2.49628
H -0.24721 2.25650 -1.05930
H 2.74674 1.60236 -1.11046
C -3.62062 4.24887 0.33146
O -4.84673 3.50754 0.26262
O -2.85066 3.60808 1.22614
C -3.01630 4.39729 -1.10408
F -1.68387 4.53839 -1.06969
F -3.26413 3.31786 -1.90638
F -3.53932 5.47064 -1.73741
C -6.05745 4.18304 0.13851
C -7.15560 3.31282 -0.42836
H -7.78661 2.69934 0.21415
H -7.88706 3.99410 -0.88067
H -6.76766 2.70813 -1.25083
H -6.11860 5.21225 -0.24291
H -6.39294 4.51267 1.14585
H -3.84776 5.26274 0.69696
C 3.68116 -3.57358 -0.04841
O 4.35379 -4.65203 0.57925
P 5.23292 -4.37274 1.92023
O 4.49358 -3.69461 2.98388
O 5.88014 -5.79264 2.22711
C 5.10586 -6.98200 2.34406
O 6.55879 -3.58566 1.44778
C 7.41690 -4.11454 0.48721
H 2.96097 -3.94694 -0.77628
H 4.42594 -2.94783 -0.54756
H 3.09567 -3.05350 0.71714
H 5.21574 -7.41469 3.33827
H 5.45286 -7.66703 1.57195
H 4.04212 -6.77264 2.21641
H 7.44279 -3.57494 -0.46572
H 7.13520 -5.13238 0.19400
H 8.48154 -4.22515 0.71455
C -0.19238 -2.79905 0.24692
O -0.79759 -3.70161 -0.70898
P 0.04724 -4.95191 -1.19726
O 0.90618 -5.64830 -0.21307
O -1.12398 -5.88197 -1.82553
C -1.20410 -7.29471 -1.74207
O 0.77637 -4.49741 -2.53535
C 0.08799 -3.72801 -3.50479
H -0.26243 -1.76910 -0.10684
H 0.88630 -2.91400 0.31873
H -0.79438 -2.89152 1.14582
H -2.22334 -7.65214 -1.63282
H -0.59489 -7.74190 -0.95360
H -0.73661 -7.67092 -2.65467
H -0.96406 -3.52218 -3.30506
H 0.08898 -4.33759 -4.41362
H 0.53416 -2.77787 -3.79822
C 4.28608 -0.37625 1.97054
O 4.11376 0.53417 3.06432
P 3.94328 0.18256 4.62806
O 3.99462 1.40054 5.44240
O 4.93518 -1.04831 4.91134
C 4.58337 -2.13990 5.76783
O 2.51924 -0.61822 4.66805
C 1.36134 0.08494 4.27134
H 5.04257 -1.05857 2.37115
H 4.62919 0.22121 1.12936
H 3.42774 -0.93317 1.59442
H 5.38921 -2.86565 5.81262
H 3.62796 -2.61539 5.56258
H 4.51002 -1.65932 6.75047
H 1.48108 1.10131 3.89046
H 0.62545 0.23233 5.06773
H 0.85253 -0.50420 3.50609
C -1.54677 3.51690 4.47449
O -0.41291 3.79551 5.30047
P 0.92851 4.37437 4.62618
O 2.14235 4.22916 5.45354
O 0.48351 5.88932 4.23587
C 0.61532 6.91611 5.21636
O 1.05371 3.72328 3.17004
C 2.35962 3.52900 2.64068
H -1.85150 2.48296 4.64040
H -1.35564 3.71062 3.41698
H -2.42313 4.12664 4.70280
H 0.71125 6.45598 6.20557
H -0.27518 7.53698 5.22247
H 1.53257 7.50383 5.17616
H 2.74926 4.41702 2.13350
H 2.35898 2.69915 1.93207
H 3.15065 3.31222 3.36100
C -5.48248 -0.37881 -8.09061
O -5.05955 0.88281 -7.56375
P -6.09557 1.57771 -6.56085
O -7.35535 1.97466 -7.15114
O -6.16990 0.54492 -5.33073
C -6.99097 0.88072 -4.21521
O -5.15858 2.78828 -6.01360
C -3.86000 2.52572 -5.52120
H -5.61709 -1.09311 -7.27873
H -4.76530 -0.75657 -8.81678
H -6.40775 -0.23029 -8.65382
H -6.92044 -0.01886 -3.60340
H -8.05749 1.00793 -4.41778
H -6.66000 1.78099 -3.69710
H -3.63159 3.01273 -4.57100
H -3.19403 3.02084 -6.23894
H -3.69498 1.44931 -5.45602
*
```